# 1
C4H5N2O3 | ωB97M-V/def2-TZVPD

XYZ file:
```
14
Properties=species:S:1:pos:R:3:forces:R:3
C 1.8471 -0.2822 0.7086 -1.3 0.3 0.3
O 1.5124 -0.4695 -0.6481 -2.8 0.2 -0.5
C 0.0330 -0.2539 -0.8014 -0.2 -0.4 -1.2
C -0.5324 1.1029 -0.5909 0.6 -3.0 1.3
N -1.6885 0.9734 0.0377 0.7 0.6 -2.1
O -2.4856 1.9096 0.1202 -1.3 1.2 0.9
N -2.0853 -0.2814 0.3829 1.6 -0.8 0.4
C -0.9749 -1.0603 0.1286 -0.8 0.3 -0.8
O -0.8591 -2.2293 0.4423 0.4 -0.5 0.1
H 1.0451 -0.7578 1.3252 0.7 0.3 -0.1
H 1.7945 0.8434 0.9444 0.9 -1.6 0.0
H 2.7488 -0.8999 0.8414 0.1 1.0 0.4
H -0.2749 -0.5213 -1.9077 1.1 -0.1 1.9
H -0.0802 1.9262 -0.9834 0.3 2.5 -0.7
```
Forces are in eV/Å.

Results
Gap between HOMO and LUMO (Eh): 0.2756
HOMO (eV): -3.63
SMILES string: CO[C@@H]1C=[N+]([O-])N=C1[O-]
Net charge: -1

# 2
C6H10N2 | ωB97M-V/def2-TZVPD

XYZ file:
```
18
Properties=species:S:1:pos:R:3:forces:R:3
C -0.0891 1.7540 -1.5652 0.2 0.3 0.8
C -0.2021 0.7276 -0.7296 -0.9 0.3 -0.2
C -0.8443 -0.6463 -1.1016 0.4 0.4 -1.0
N -0.2297 -1.6362 -0.1404 0.2 0.8 0.1
C 0.8914 -0.8208 0.2854 -0.1 -0.6 0.5
C 1.3518 -0.0525 1.4658 0.3 0.3 -0.2
C 0.1335 0.4922 0.7109 0.3 -0.7 0.3
N -1.0897 0.1902 1.4529 0.1 1.6 0.3
H -0.4253 1.7075 -2.5858 0.0 -0.2 -0.3
H 0.2907 2.7190 -1.2288 0.0 -0.3 0.0
H -0.5836 -0.8058 -2.1797 -0.5 -0.3 0.8
H -1.9147 -0.5910 -0.9251 -0.1 -0.2 -0.3
H 0.0554 -2.4846 -0.5886 0.1 -0.4 -0.3
H 1.5796 -0.5993 -0.5334 -0.1 0.0 0.1
H 1.1941 -0.2781 2.5105 -0.3 0.0 -0.1
H 2.3396 0.3249 1.2754 0.3 0.2 0.0
H -1.2823 -0.7846 1.5790 0.0 -0.3 0.3
H -1.1752 0.7840 2.2980 0.1 -0.9 -0.9
```
Forces are in eV/Å.

Results
Gap between HOMO and LUMO (Eh): 0.3436
HOMO (eV): -8.34
SMILES string: C=C1CN[C@@H]2C[C@@]12N
Net charge: 0

# 3
C3H10N | ωB97M-V/def2-TZVPD

XYZ file:
```
14
Properties=species:S:1:pos:R:3:forces:R:3
C -0.0508 1.6205 1.6052 -0.9 -1.4 0.2
H 0.2141 2.5876 2.1772 -0.1 0.9 -0.9
H -0.0590 2.2982 0.5899 0.6 0.9 0.9
H -1.0600 1.2882 1.8613 0.2 0.0 0.3
H 0.7005 0.8472 1.4748 0.0 0.1 0.0
C -0.6608 -1.7633 -0.6038 -0.3 -0.1 1.1
C 0.6047 0.1817 -1.3405 0.5 -2.3 -0.3
N 0.5687 -1.0270 -0.9039 -0.1 0.8 1.4
H -0.5138 -2.8411 -0.6199 0.2 0.1 -0.3
H -1.5106 -1.4481 -1.1931 0.1 0.0 -0.5
H -0.8892 -1.4943 0.4396 0.0 -0.3 -0.1
H -0.3536 0.5528 -1.6597 0.0 0.7 -0.5
H 1.6142 0.5625 -1.4440 -0.3 0.9 -0.1
H 1.3957 -1.3649 -0.3831 -0.1 -0.3 -1.0
```
Forces are in eV/Å.

Results
⟨S²⟩: 0.75
Gap between HOMO and LUMO (spin up / spin down) (Eh): 0.4418 / 0.1824
HOMO (spin up / spin down) (eV): -21.78 / -21.73
Multiplicity: 2
Net charge: +2

# 4
C4H8ClN | ωB97M-V/def2-TZVPD

XYZ file:
```
14
Properties=species:S:1:pos:R:3:forces:R:3
C 1.1981 -1.0493 -0.8819 3.1 2.0 -0.4
C 0.2168 0.6441 0.1339 -2.8 -2.1 1.4
C -0.2266 -0.0494 1.4565 -1.6 -1.3 -0.6
C -1.0459 1.1489 -0.6334 3.1 1.6 -2.5
N 1.0028 -2.2380 -1.2768 -2.3 0.0 0.2
Cl 1.5445 1.6178 0.4036 0.7 0.9 -0.4
H 2.2200 -0.6547 -0.9073 -0.6 0.9 0.7
H -0.9588 -0.9496 1.3444 0.8 1.9 -0.4
H -0.6847 0.6982 2.1307 0.0 -0.2 -0.4
H 0.5130 -0.5527 2.0257 1.4 0.1 0.2
H -1.7223 0.3216 -0.7329 -0.5 0.0 0.0
H -0.6681 1.4904 -1.6949 -0.8 -1.0 1.7
H -1.4730 2.1285 -0.3033 0.2 -1.1 0.6
H 0.0841 -2.5558 -1.0643 -0.7 -1.7 -0.1
```
Forces are in eV/Å.

Results
⟨S²⟩: 2.02
Gap between HOMO and LUMO (spin up / spin down) (Eh): 0.2037 / 0.3004
HOMO (spin up / spin down) (eV): -4.83 / -10.40
Multiplicity: 3
Net charge: 0

# 5
C9H14 | ωB97M-V/def2-TZVPD

XYZ file:
```
23
Properties=species:S:1:pos:R:3:forces:R:3
C 1.7464 -3.0428 -0.4860 -1.4 -1.0 -0.5
C 1.3684 -1.9411 0.3973 -1.2 2.6 0.9
C 0.0056 -1.5602 0.7062 4.2 2.1 0.9
C -0.2005 -0.2789 1.2730 1.2 -1.3 -2.6
C 0.8894 0.6009 1.5330 -2.7 -1.2 1.6
C 2.1693 0.1429 1.4830 1.4 0.4 -1.1
C 2.3781 -1.0247 0.7046 -1.2 -0.3 1.7
H 2.7577 -3.3768 -0.5032 0.7 -0.5 0.9
H 1.6633 -2.6609 -1.4647 -0.3 0.6 -1.6
H 1.0100 -3.8451 -0.4833 0.3 -0.4 0.3
H -0.7507 -2.2235 0.5349 -2.1 -1.5 -0.6
H -1.1900 0.0787 1.0800 -0.7 0.5 1.0
H 0.5414 1.4494 2.1012 0.6 0.7 -0.2
H 2.9813 0.8013 1.9038 -0.7 -1.0 -0.7
H 3.3035 -1.4399 0.4526 1.8 0.2 -0.1
C -1.6689 2.5654 -0.8264 -3.0 2.1 -0.4
C -2.9470 2.0211 -1.5233 0.2 -0.2 1.0
H -1.8535 2.8622 0.1971 -0.6 -0.2 0.5
H -1.0028 1.7754 -0.7417 2.1 -0.8 -0.6
H -1.4808 3.5604 -1.2625 1.2 -0.8 -0.3
H -2.8097 1.8331 -2.5813 0.3 0.2 -0.3
H -3.8350 2.6814 -1.4135 0.5 -0.6 0.1
H -3.0756 1.0219 -1.0810 -0.8 0.3 -0.1
```
Forces are in eV/Å.

Results
Gap between HOMO and LUMO (Eh): 0.3630
HOMO (eV): -8.90
SMILES string: Cc1ccccc1.CC
Net charge: 0

# 6
C4H5FO2 | ωB97M-V/def2-TZVPD

XYZ file:
```
12
Properties=species:S:1:pos:R:3:forces:R:3
O 0.2198 -0.8295 -1.8222 -0.7 0.1 0.5
C 0.0397 -0.4182 -0.7145 2.1 -0.4 -0.5
C -0.7263 0.6980 -0.0343 -0.2 -0.5 -1.0
O -2.0874 0.8162 -0.3473 0.7 -0.6 -0.4
C -0.3093 0.0934 1.3137 0.9 0.3 0.0
C 0.8519 -0.6889 0.6224 -0.1 -0.4 0.2
F 2.0283 0.0596 0.6240 -0.2 0.0 -0.2
H -0.1788 1.6166 -0.3230 0.0 -0.2 0.5
H -2.3583 1.4063 0.3292 -1.3 1.0 0.8
H -1.0301 -0.6602 1.6034 -0.4 0.1 0.4
H -0.0507 0.8355 2.0791 -0.1 -0.6 0.1
H 1.1682 -1.7340 0.9281 -0.8 1.2 -0.3
```
Forces are in eV/Å.

Results
Gap between HOMO and LUMO (Eh): 0.3711
HOMO (eV): -9.85
SMILES string: O=C1[C@@H](O)C[C@@H]1F
Net charge: 0

We obtain largest force on an atom values of 0.0656, 0.0325, 0.0459, 0.0842, 0.0922, 0.0436 hartree/bohr for the records listed above, in that order.
We obtain E_tot values of -13349.320, -9359.918, -4738.608, -18283.181, -9558.484, -11039.695 eV for the records listed above, in that order.